# 1
ORCA calculation (wB97M-V/def2-TZVPD) on a cluster of 2 separate species, C5H7F in total at a distorted geometry.

Geometry as ORCA input:
```
! wB97M-V def2-TZVPD RIJCOSX def2/J DEFGRID3
* xyz 0 1
F -1.51470 1.80913 0.56506
C 1.65594 0.94519 1.13183
C -0.81917 1.42465 -1.62943
C -0.17670 -0.89349 1.44809
C -1.50972 0.98197 -0.42173
C 0.73607 0.19330 1.28645
H -0.63528 2.43918 -1.63501
H 0.09165 0.82198 -1.57725
H -1.52212 1.04206 -2.53944
H -0.54836 -1.09543 2.51044
H 2.39629 1.53000 0.72799
H 0.41552 -1.79878 1.02603
H -1.16157 -0.66124 0.85755
*
```

Values from the calculation:
Orbital gap = 9.089 eV
Highest occupied orbital energy = -0.314 Eh
E_LUMO = 0.5430 eV

---

# 2
ORCA calculation (wB97M-V/def2-TZVPD) on an isolated molecule of C5H7F at a distorted geometry.

Geometry as ORCA input:
```
! wB97M-V def2-TZVPD RIJCOSX def2/J DEFGRID3
* xyz 0 1
F 2.53347 -0.69106 0.48984
C -0.91442 -0.95759 -0.11372
C -1.43369 0.33359 0.44672
C 0.36821 -1.13406 -0.29713
C 1.35119 1.08284 -0.34616
C 1.44154 -0.16693 -0.05216
H -0.64180 0.89930 0.89345
H 0.44040 1.36124 -0.85265
H 0.79753 -2.05370 -0.60830
H 2.05297 1.99516 -0.09329
H -2.13078 0.12512 1.30894
H -1.78893 -1.63924 -0.40812
H -2.07570 0.84533 -0.36742
*
```

Values from the calculation:
Orbital gap = 10.226 eV
Highest occupied orbital energy = -0.337 Eh
E_LUMO = 1.0615 eV

---

# 3
ORCA calculation (wB97M-V/def2-TZVPD) on a cluster of 2 separate species, C5H7F in total at a distorted geometry.

Geometry as ORCA input:
```
! wB97M-V def2-TZVPD RIJCOSX def2/J DEFGRID3
* xyz 0 1
F 0.38261 2.14811 0.12521
C -2.37284 0.19449 -0.01973
C 0.81413 0.82403 0.10604
C 0.39095 0.14334 -1.14611
C 0.99407 -0.02746 1.37642
C -3.46172 0.33945 -0.51705
H 0.64463 -0.92710 0.96696
H 1.20060 0.47544 -1.81328
H -0.50550 0.57388 -1.58759
H 2.04790 -0.08101 1.78468
H -4.43853 0.16053 -0.83389
H 0.30248 -0.89093 -1.00227
H 0.41750 0.40419 2.12575
*
```

Values from the calculation:
Orbital gap (alpha / beta) = 11.680 / 4.563 eV
Highest occupied orbital energy (alpha / beta) = -0.404 / -0.275 Eh
E_LUMO (alpha / beta) = 0.6811 / -2.9069 eV

---

Values for DFT total energy, Ha, ordered as above
-294.360165; -294.509143; -294.286103
Values for energy above the lowest of the compared OMol25 structures with the same formula, charge and spin, kcal per mole, ordered as above
121.4; 27.9; 167.8